[1]
DFT (ωB97M-V/def2-TZVPD) results for a structure of composition C24H65AsF6N4O10 in a non-equilibrium geometry.

Geometry as XYZ:
```
110
Properties=species:S:1:pos:R:3
H 2.475 5.999 -3.179
H -4.563 -0.444 -1.840
H 1.738 -2.633 1.291
H 0.004 -0.260 3.150
H -4.382 -0.080 3.065
C -4.282 -3.384 -1.875
N -4.997 -2.290 -1.157
O 3.631 -0.866 -0.288
H -4.125 -3.099 -2.915
C 2.920 5.004 -3.206
C 4.910 -0.448 -0.702
C -3.585 -3.546 3.442
H 5.249 3.694 -4.162
H 4.392 5.745 -4.181
H 0.494 -1.533 -1.915
H -3.485 -2.896 1.299
H -5.718 0.626 2.041
H 4.873 4.027 -5.851
H -5.136 0.522 -0.043
H -0.517 -3.468 -3.777
C 4.942 2.396 2.387
H 2.096 0.341 3.744
H 5.311 -1.195 -1.388
H 2.105 4.289 -3.312
H 1.262 -3.356 -3.760
H -4.934 3.894 3.004
C 0.490 5.227 2.533
C -3.328 3.340 2.059
H -5.990 -0.616 3.182
H -6.790 -5.873 -0.379
H 2.517 0.596 -2.591
O 1.142 4.155 3.312
H 4.722 0.502 -1.202
H 1.129 6.110 2.556
H 1.458 1.526 -3.697
H -3.694 -4.449 4.043
H 6.001 6.233 0.057
H 4.385 2.634 1.481
C 1.738 -3.707 1.478
N -1.890 -4.246 1.766
C -5.925 -6.489 -0.627
H -3.628 0.202 0.631
C -4.506 -0.319 0.248
C -1.387 -5.543 1.691
C 4.434 3.853 -4.868
O 4.793 5.772 -1.590
C 3.774 4.805 -1.906
F -1.446 1.648 0.028
H 3.023 4.751 -1.117
H -5.358 -2.558 -0.252
C 1.859 -0.656 3.374
H -2.765 2.432 1.842
C -4.180 -1.075 -1.038
H -4.660 -5.325 -2.830
C 0.334 -2.847 -3.497
H 4.355 1.563 2.774
H -0.799 -2.315 1.690
F -0.185 -0.154 1.083
H 3.133 -0.239 0.241
F 0.675 3.093 -0.239
H -5.818 -7.154 0.230
O -4.828 -5.664 -0.907
O -4.959 -1.158 1.325
C -5.078 -4.782 -1.982
H 0.428 4.977 1.474
C 2.462 1.132 -3.539
As 0.346 1.469 0.411
H -4.559 -3.081 3.590
N 0.358 -4.184 1.668
H 0.663 -6.404 1.526
H -2.772 4.214 2.398
F 0.038 2.303 1.973
O 6.232 1.969 1.981
H 2.449 0.281 -4.220
H -3.725 3.562 1.069
H -3.212 -1.115 -1.538
H 0.222 -1.939 -4.089
H -3.883 -4.588 1.378
H 1.985 -0.710 2.293
C -5.259 -0.276 2.448
H -0.541 5.445 2.813
H -2.874 -2.848 3.886
H 2.499 2.851 -5.324
H -6.174 -7.051 -1.527
H 4.478 5.541 0.537
H -3.284 -3.481 -1.448
H 6.406 1.248 2.592
H 4.836 3.269 3.031
H 3.893 1.895 -5.587
H 2.291 -4.426 0.873
C -3.316 -3.803 1.879
H 5.706 4.526 -0.304
C 3.492 2.657 -4.918
N 3.681 5.123 -4.537
H 2.492 -1.461 3.748
H 2.157 -3.668 2.483
H -2.098 -6.356 1.689
H -6.120 -4.589 -2.238
C 0.000 -5.564 1.675
H 0.654 3.387 3.005
O -4.545 3.031 2.845
O 0.313 -2.467 -2.039
O 3.448 2.055 -3.621
O 0.502 -0.914 3.646
F 0.624 0.724 -1.171
H 4.182 3.796 -1.965
C 5.242 5.510 -0.240
H 5.547 -0.168 0.137
C -0.794 -3.395 1.679
F 2.108 1.209 0.803
```

Properties
Spin multiplicity: 2
LUMO level (alpha / beta) in eV: 1.83 / 1.82
Charge: -1
Frontier orbital gap (alpha / beta) in eV: 2.52 / 8.21



[2]
DFT (ωB97M-V/def2-TZVPD) results for a structure of composition C24H66F4N8O14PbS4 in a non-equilibrium geometry.

Geometry as XYZ:
```
121
Properties=species:S:1:pos:R:3
O -3.667 4.998 3.033
C -2.325 -4.329 -2.236
H 1.777 6.719 -1.925
H 2.655 2.559 2.116
H 2.085 2.874 5.616
H 3.020 0.550 -6.348
H 1.453 2.740 -3.837
N 4.503 3.689 3.508
C 3.713 -1.448 -6.871
H 0.454 5.033 0.016
H -5.306 -2.628 -1.153
O -1.555 4.674 1.742
H 0.382 -4.761 1.126
Pb -2.558 0.703 3.400
O 1.572 -3.139 1.818
H 2.738 -1.896 -7.061
H 0.193 -3.271 0.202
H -0.900 -7.587 -1.548
C -0.854 -3.283 2.184
C -0.382 -5.630 -2.360
H -6.562 -0.164 2.783
H 4.859 1.064 6.981
C 0.672 -6.438 -1.560
H 2.780 -7.093 -1.682
C 3.830 1.349 6.758
S -1.643 0.209 -0.411
H 0.326 -1.844 2.876
C 0.754 4.849 -2.372
H 1.413 -0.307 -2.710
C 2.862 2.491 4.955
C 3.662 -0.231 -5.940
H -2.975 -3.023 2.296
H 2.930 4.572 4.412
C -5.219 -2.960 -0.118
H 3.540 5.312 -1.287
H 0.056 3.689 -4.545
H 3.354 0.434 6.404
H -0.025 -4.658 -2.701
H -7.052 -1.236 0.299
H -0.530 -6.056 -3.352
N 5.014 0.200 -5.804
N -2.227 3.086 3.569
H -1.799 -3.470 -1.820
O -5.070 -1.939 0.857
S -2.579 4.166 2.635
H 2.590 -5.482 -2.050
O 1.503 4.731 -3.518
H 3.188 -1.989 1.216
F -3.113 -0.243 -0.098
C 2.084 -6.435 -2.203
H 0.930 -1.965 -3.028
O -0.759 3.244 5.616
H 2.100 -6.640 -3.273
H 1.556 3.906 -5.278
O -1.633 -5.515 -1.755
O -0.860 5.336 4.290
H -4.617 1.185 1.165
H 3.061 -3.707 0.563
H -3.331 -4.357 -1.818
H 5.537 -0.148 -6.596
H -4.291 -3.530 -0.097
O 1.658 -0.799 -4.738
H 0.290 -8.297 -2.243
H -0.299 6.338 -0.671
H -6.695 1.782 0.554
H -2.291 -4.087 -3.298
H -0.672 -4.015 2.971
F -3.427 3.267 1.562
H 4.940 3.875 4.399
H 4.808 2.740 3.347
H 1.240 3.204 2.844
H -4.462 -0.333 1.452
S -1.454 4.071 4.711
H -8.103 1.156 1.506
H 0.518 3.896 -1.899
H -6.906 2.300 2.222
H -2.580 -4.389 1.316
C 0.309 -3.677 1.207
H -6.053 -3.625 0.105
H 3.556 -1.434 -4.147
N -4.732 0.522 1.917
S 0.028 1.186 1.011
C -7.059 1.470 1.533
O -1.183 -0.958 -1.102
C -2.257 -3.376 1.556
C 1.005 -0.972 -3.471
N -0.667 -1.911 2.705
C 2.284 3.442 2.636
N 0.542 6.012 -0.217
H 3.909 -1.147 -7.900
C -6.076 -0.938 0.683
H -0.872 -1.205 2.012
H -2.465 -2.795 0.658
C -6.172 0.205 1.834
H -5.703 -0.415 -0.197
C 1.448 5.854 -1.351
H 2.604 1.522 4.528
F 0.345 1.126 2.570
H 0.877 -6.132 -0.534
H 4.294 -2.303 -6.525
H 5.520 -0.165 -5.010
N -1.292 0.393 1.309
C 2.551 -2.777 0.814
C 3.164 3.619 3.938
N 0.078 -7.787 -1.398
H -0.023 -0.611 -3.481
C 3.062 -0.553 -4.558
O -1.893 1.396 -1.201
H 2.406 4.379 2.093
C 2.701 5.256 -0.594
H 3.352 1.723 7.663
H 2.054 -2.174 0.053
O 4.010 2.289 5.768
C 1.120 3.665 -4.308
H -0.195 5.287 -2.680
H 3.359 0.273 -3.911
O 1.202 0.504 0.516
H 2.688 4.222 -0.248
H 3.052 5.831 0.262
O -0.053 2.601 0.737
F -2.712 4.508 5.609
```

Properties
Spin multiplicity: 2
LUMO level (alpha / beta) in eV: -4.45 / -7.99
Charge: +1
Frontier orbital gap (alpha / beta) in eV: 6.30 / 2.76



[3]
DFT (ωB97M-V/def2-TZVPD) results for a cluster of 8 separate species, C24H66O30P6 in total in a non-equilibrium geometry.

Geometry as XYZ:
```
126
Properties=species:S:1:pos:R:3
O 6.932 2.663 2.133
O 7.955 1.671 0.025
H 5.422 4.582 -1.639
H -3.022 -1.248 3.295
O 6.344 3.664 -0.099
H -1.962 -9.915 -3.465
O 2.050 6.930 1.419
H -5.594 -2.224 0.155
H 0.226 6.236 -0.941
H 1.966 6.047 -1.469
H -0.680 -3.262 -0.193
H -0.388 3.226 2.754
H -0.860 -8.458 -5.534
H 1.196 -0.629 2.708
H -2.760 -9.877 -1.888
H 6.900 3.604 -2.054
H 0.624 -5.441 -0.556
C 5.975 3.657 -1.480
O -0.285 -6.226 -2.259
C -0.051 2.202 2.915
H 5.833 3.698 3.486
H 1.942 4.072 4.489
O -1.163 2.257 -4.276
H 2.156 5.746 4.148
H 2.045 1.776 -1.626
C 1.825 1.019 -4.390
H -1.493 5.208 -5.433
H -4.573 -0.820 -0.278
H 4.743 6.954 1.439
C -2.891 -1.280 4.376
O -2.053 -7.990 -2.765
H -2.396 -6.551 6.080
P 1.544 1.126 4.739
H -3.651 -0.537 4.620
H 2.885 1.100 -4.631
P 6.751 2.268 0.570
H -3.513 -9.324 -3.348
C 0.222 -0.265 -0.380
H 1.415 0.608 -5.312
P -0.447 -7.824 -2.445
C -8.950 -1.938 -3.946
H 4.727 -0.614 0.409
H 1.640 0.366 -3.536
H -9.157 -2.756 -4.637
O 0.227 -1.542 -0.104
H -1.972 -0.775 4.674
C -5.003 -1.756 -0.633
H 0.963 2.280 -0.343
O -1.543 -3.769 3.598
C 5.811 2.669 3.128
C 1.753 1.573 -0.595
C -0.999 -2.247 0.041
H -0.950 -5.705 5.493
O 0.246 3.049 -6.266
O -2.772 -4.711 5.198
P -7.261 -1.931 -2.022
O 2.264 4.474 2.418
H -9.200 -1.053 -4.531
H -0.762 2.898 -2.353
H 5.292 2.845 -1.730
C 0.865 -1.183 3.587
H 5.677 5.517 1.659
H -0.828 -6.857 -4.933
H -2.133 -6.499 4.385
O 0.335 -8.181 -3.834
O 1.506 4.800 -0.016
O 1.729 1.613 6.281
H 0.761 2.593 7.656
O 1.068 -0.466 4.803
H 0.596 -7.363 -5.629
O 0.045 -8.569 -1.249
H -0.207 -1.349 3.481
H 3.548 4.710 4.025
H -9.692 -1.978 -3.149
O -5.712 -1.601 -1.874
P 0.144 3.061 -4.767
H -1.453 6.027 -3.980
H -4.150 -2.429 -0.714
C -0.782 5.510 -4.665
H -0.958 1.634 2.713
C -2.572 -9.307 -2.798
H -1.641 1.311 -2.490
H 4.826 2.521 2.684
H -0.348 1.602 6.707
H 6.427 -0.224 -0.276
O -3.071 -2.624 4.932
O 0.196 1.828 4.288
C 1.058 5.555 -1.120
C 5.393 0.076 -0.109
C -2.001 -5.910 5.292
H 4.750 0.270 -0.968
H -0.110 6.330 -4.920
H 1.693 -6.355 -1.590
P 2.430 5.521 1.124
O 1.365 2.276 -3.994
H -8.468 1.306 -2.652
O 5.402 1.329 0.526
H -6.811 0.628 -2.919
O 3.896 5.247 0.549
C -1.436 2.280 -2.946
H 1.244 -4.790 -2.057
O 2.674 1.288 3.814
O -0.801 0.373 -0.621
H 2.641 1.822 -0.014
C 0.648 1.635 7.149
H 1.237 -2.205 3.516
C 5.050 6.037 0.935
H 0.817 1.879 2.341
H 5.708 6.286 0.103
O -7.740 -3.116 -1.301
O 0.084 4.539 -4.057
H -2.447 2.683 -2.885
H -7.244 1.484 -1.500
H 0.746 4.784 -1.825
H -1.405 -2.078 1.039
H 0.665 0.825 7.878
O 1.498 0.231 -0.321
H -1.732 -1.974 -0.718
C -0.213 -7.753 -5.012
C -7.632 0.759 -2.215
O -7.612 -1.976 -3.623
H 5.944 1.945 3.931
C 2.477 4.754 3.828
O -7.905 -0.502 -1.523
C -2.392 -3.689 4.480
C 0.831 -5.688 -1.597
```

Properties
Spin multiplicity: 2
LUMO level (alpha / beta) in eV: -2.73 / -10.00
Charge: +1
Frontier orbital gap (alpha / beta) in eV: 9.39 / 2.11